117
Properties=species:S:1:pos:R:3:lowdin_charge:R:1 method="wB97M-V/def2-TZVPD" gap_ev=7.386 total_energy_ev=-108447.131
Na -1.4454 0.3855 -0.8050 0.0302
O -1.8785 0.9433 3.1306 -0.5377
S -0.7841 0.9053 2.0936 0.9064
C 0.2729 2.2949 2.5427 -0.3178
C -0.2637 3.0516 3.5509 -0.0579
C 0.3963 4.1793 4.1009 -0.0072
C 1.6274 4.4972 3.6228 -0.1553
C 2.5841 5.6117 3.9975 -0.0988
C 3.8276 5.3857 3.0904 -0.0985
C 3.4491 4.2118 2.2075 -0.1576
C 4.0955 3.6174 1.1645 -0.0077
C 3.4582 2.5438 0.5031 -0.0789
C 2.2330 2.0043 0.8591 -0.2408
P 1.3562 0.7146 -0.2382 1.1675
C 1.7209 1.6280 -1.8053 -0.3567
C 2.6656 1.2447 -2.7454 -0.0853
C 2.9062 2.0325 -3.8696 -0.0794
C 2.1906 3.2025 -4.0725 -0.0868
C 1.2216 3.5856 -3.1469 -0.0722
C 0.9895 2.8017 -2.0253 -0.0948
C 2.4979 -0.7420 -0.2118 -0.3123
C 3.8774 -0.7158 -0.0005 -0.0779
C 4.6207 -1.8910 0.0314 -0.0790
C 3.9984 -3.1227 -0.1323 -0.0861
C 2.6229 -3.1720 -0.3205 -0.0789
C 1.8858 -1.9942 -0.3590 -0.1038
C 1.5471 2.6264 1.9547 -0.1494
C 2.1832 3.7247 2.5744 -0.0874
C 0.3066 -0.4787 2.5525 -0.2875
C 1.4380 -0.2541 3.2990 -0.0453
C 2.3373 -1.2775 3.6810 0.0027
C 2.0745 -2.5499 3.2840 -0.1481
C 2.8279 -3.8429 3.5183 -0.0905
C 2.0043 -4.9194 2.7580 -0.0956
C 0.7840 -4.1803 2.2532 -0.1673
C -0.3248 -4.6288 1.5994 -0.0039
C -1.3120 -3.6860 1.2521 -0.0749
C -1.2098 -2.3307 1.4905 -0.2726
P -2.6343 -1.2559 1.0241 1.1137
C -3.0179 -1.7569 -0.7007 -0.3861
C -2.2160 -2.5160 -1.5496 -0.0878
C -2.5770 -2.7160 -2.8807 -0.0650
C -3.7514 -2.1724 -3.3736 -0.0732
C -4.5691 -1.4176 -2.5366 -0.0731
C -4.1960 -1.1979 -1.2203 -0.1227
C -3.9536 -2.1564 1.9507 -0.3359
C -3.9980 -1.8958 3.3256 -0.0885
C -4.9234 -2.5372 4.1376 -0.0835
C -5.8296 -3.4359 3.5865 -0.0949
C -5.8020 -3.6886 2.2221 -0.0834
C -4.8693 -3.0521 1.4052 -0.0868
C -0.0490 -1.8308 2.1752 -0.1356
C 0.8951 -2.8093 2.5528 -0.1022
H -1.2243 2.7426 3.9455 0.0982
H -0.0796 4.7467 4.8942 0.1154
H 2.8405 5.5743 5.0567 0.1152
H 2.1278 6.5867 3.8170 0.1171
H 4.7117 5.1498 3.6850 0.1156
H 4.0715 6.2689 2.4990 0.1152
H 5.0624 3.9674 0.8149 0.1155
H 3.9497 2.1661 -0.3824 0.0945
H 3.2176 0.3201 -2.6110 0.1089
H 3.6525 1.7189 -4.5917 0.1075
H 2.3712 3.8069 -4.9549 0.1018
H 0.6499 4.4949 -3.2998 0.1031
H 0.2438 3.1148 -1.2989 0.1075
H 4.3919 0.2191 0.1727 0.0860
H 5.6926 -1.8398 0.1865 0.1017
H 4.5825 -4.0373 -0.1108 0.1032
H 2.1186 -4.1265 -0.4374 0.1086
H 0.8161 -2.0373 -0.5255 0.0825
H 1.6740 0.7527 3.6108 0.1079
H 3.2169 -1.0249 4.2644 0.1190
H 2.8820 -4.0629 4.5851 0.1176
H 3.8534 -3.7782 3.1521 0.1132
H 1.7302 -5.7594 3.3969 0.1165
H 2.5720 -5.3277 1.9185 0.1092
H -0.4657 -5.6772 1.3551 0.1184
H -2.2127 -4.0510 0.7713 0.1086
H -1.2894 -2.9409 -1.1859 0.0922
H -1.9251 -3.2871 -3.5339 0.1104
H -4.0249 -2.3222 -4.4114 0.1049
H -5.4849 -0.9824 -2.9183 0.1051
H -4.8195 -0.5810 -0.5831 0.1060
H -3.3012 -1.1767 3.7500 0.0942
H -4.9425 -2.3292 5.2018 0.1024
H -6.5579 -3.9327 4.2177 0.0998
H -6.5080 -4.3861 1.7850 0.1016
H -4.8600 -3.2639 0.3433 0.1002
O 0.3541 1.1693 -5.9915 0.0540
C 0.9830 0.0414 -5.5681 -0.2702
C 1.9991 -0.4983 -6.3619 -0.0393
C 2.6975 -1.6292 -5.9755 -0.0930
C 2.3906 -2.2486 -4.7725 -0.0871
C 1.3900 -1.7063 -3.9816 -0.0313
C 0.6638 -0.5688 -4.3408 -0.0670
C -0.3335 -0.1044 -3.3053 -0.4357
O -0.1396 -0.4801 -2.0959 -0.1964
N -1.2645 0.7460 -3.7174 0.1018
N -2.1114 1.0965 -2.7057 -0.0198
C -2.5835 2.2767 -2.6626 -0.0803
C -3.3633 2.6682 -1.4543 -0.2405
C -4.0585 3.8695 -1.4060 -0.0281
C -4.7013 4.2361 -0.2343 -0.0659
C -4.6400 3.3931 0.8608 -0.0554
C -3.9308 2.2072 0.7348 -0.1190
N -3.3000 1.8451 -0.3891 0.0987
H 0.7705 1.4440 -6.8123 0.0998
H 2.2438 -0.0064 -7.3001 0.1107
H 3.4808 -2.0205 -6.6150 0.1007
H 2.9293 -3.1312 -4.4497 0.0973
H 1.1510 -2.1538 -3.0255 0.1000
H -2.3681 3.0313 -3.4187 0.1220
H -4.0883 4.5051 -2.2858 0.1120
H -5.2389 5.1744 -0.1775 0.1069
H -5.1163 3.6466 1.8003 0.1057
H -3.8395 1.5241 1.5744 0.0870

14
Properties=species:S:1:pos:R:3:lowdin_charge:R:1 method="wB97M-V/def2-TZVPD" total_charge=+1 gap_ev="6.112 / 6.112" e_above_lowest_kj_mol=676.2 total_energy_ev=-9171.508
C -0.1201 -0.5196 -0.3279 0.0887
C 1.5126 -2.4968 -0.2220 0.0845
C 0.5366 -2.0279 -1.1398 -0.0033
N 0.2978 -0.4992 0.7894 0.0402
N 1.8044 -2.1712 0.9205 0.1486
N 1.1025 -1.1479 1.5129 -0.0290
N -1.5920 3.3477 -0.0283 0.0099
H -0.8186 0.1067 -0.9649 0.1704
H -0.1628 -2.9075 -1.1865 0.1394
H 1.0238 -1.9630 -2.0442 0.0777
H 1.6389 -0.7951 2.4234 0.2619
H -1.7001 3.3345 0.9559 -0.0092
H -2.4682 3.5510 -0.4702 0.0047
H -1.0548 4.1881 -0.2183 0.0155

43
Properties=species:S:1:pos:R:3:lowdin_charge:R:1 method="wB97M-V/def2-TZVPD" total_charge=-1 gap_ev=6.267 total_energy_ev=-46443.070
C 1.7725 -2.6385 2.0051 -0.0489
C 0.6449 -2.1109 1.5092 -0.1949
C -0.2189 -1.0651 2.1878 -0.3320
N -1.4752 -0.8573 1.5074 -0.1330
C -2.5612 -1.3441 2.1314 -0.7750
Cl -2.9548 -0.5460 3.8871 0.3007
C -2.7185 -2.8779 2.3649 -0.7505
C -1.9743 -3.4964 3.5447 -0.1720
Cl -2.3827 -3.7717 0.8495 0.5745
H 1.9413 -2.8325 3.0572 0.0365
H 2.5816 -2.9009 1.3324 0.0271
H 0.3058 -2.4205 0.5264 0.0741
H -0.3039 -1.3221 3.2531 0.0811
H 0.4020 -0.1637 2.1385 0.0870
H -3.4225 -1.0503 1.5319 0.0683
H -3.7792 -3.0422 2.5326 0.0665
H -1.1026 -4.0417 3.1845 0.0510
H -1.6183 -2.7552 4.2479 0.0244
H -2.5955 -4.2334 4.0470 0.0641
C 0.4662 2.3643 -0.3160 -0.3216
O 1.1889 2.4893 -1.2960 -0.0266
N 0.3212 3.3105 0.6260 -0.1958
C -0.5440 3.1148 1.7742 -0.0503
C 1.0531 4.5536 0.4827 -0.0535
H -0.1289 1.4564 -0.1244 0.1373
H -1.3274 3.8757 1.7910 0.0856
H 0.0415 3.1815 2.6933 0.0881
H -1.0062 2.1275 1.7166 0.0757
H 0.7756 5.0504 -0.4483 0.0872
H 2.1262 4.3587 0.4529 0.0875
H 0.8259 5.2048 1.3232 0.0806
C 0.8004 -0.5867 -5.7190 -0.3753
O -0.3441 -0.5614 -6.1320 -0.0015
N 1.2611 0.1110 -4.6697 -0.1959
C 2.6425 0.0319 -4.2453 -0.0603
C 0.3546 0.9763 -3.9250 -0.0325
H 1.5813 -1.2062 -6.1977 0.1252
H 2.7004 -0.3316 -3.2179 0.0930
H 3.1086 1.0183 -4.2932 0.0886
H 3.1918 -0.6501 -4.8927 0.0753
H -0.4642 0.3873 -3.5113 0.0993
H -0.0682 1.7301 -4.5912 0.0915
H 0.9030 1.4642 -3.1189 0.0489

22
Properties=species:S:1:pos:R:3:lowdin_charge:R:1 method="wB97M-V/def2-TZVPD" gap_ev=10.200 e_above_lowest_kj_mol=315.4 total_energy_ev=-12457.889
C -2.0268 -1.6229 0.2850 -0.1156
C -0.7695 -0.9924 0.9923 -0.3210
N 0.4470 -1.0468 0.1908 -0.0140
C 1.4103 -0.2246 0.3840 -0.2748
N 1.6394 0.6433 1.6007 0.0536
H -3.0586 -1.1835 0.7117 0.1042
H -2.1224 -2.7480 0.3954 0.0713
H -2.2283 -1.4576 -0.8293 0.0767
H -0.6422 -1.4538 1.9873 0.1086
H -0.9862 0.0251 1.3847 0.0936
H 2.2593 -0.3846 -0.3725 0.1411
H 1.7485 1.5992 1.3393 0.0154
H 1.1382 0.3700 2.5380 0.1261
O 1.6243 2.4627 -0.3152 -0.0557
H 0.7572 2.6503 -0.4952 -0.0269
H 1.8226 1.5974 -0.8242 0.0695
O -0.9603 1.3402 -0.7562 -0.1239
H -0.9951 0.2828 -0.9162 0.0753
H -1.8608 1.5548 -0.3808 0.0775
O 0.6414 -0.4268 -2.5233 0.0159
H 0.8639 -0.0925 -1.6289 -0.0204
H 1.2981 -0.8924 -2.7675 -0.0765